(1)
The following is a DFT calculation (wB97M-V/def2-TZVPD) of a cluster of 8 separate species, C32H64O16S8 in total at a distorted geometry.

Each line ends with the Mulliken charge.
Element x y z (Å)
O (-2.67341, 1.95277, 7.42209)  -0.6334
S (-1.27353, 1.83385, 7.13282)  1.1008
O (-0.11014, 1.82042, 8.06138)  -0.6345
C (-1.07259, 0.47394, 5.83609)  -0.8226
C (-0.85577, 1.13230, 4.52651)  -0.0307
C (-0.16450, 2.42922, 4.76583)  -0.2847
C (-0.87102, 3.10140, 5.88602)  -0.9278
H (-1.95394, -0.15869, 5.94137)  0.4127
H (-0.27375, -0.20336, 6.13811)  0.3449
H (-0.25935, 0.40865, 3.97091)  -0.0915
H (-1.76061, 1.31473, 3.94678)  0.2632
H (-0.04120, 3.08524, 3.90413)  0.3907
H (0.84391, 2.21296, 5.11860)  0.0926
H (-1.86230, 3.33154, 5.49550)  0.3885
H (-0.28032, 3.83864, 6.42975)  0.4683
O (-2.20329, -3.55357, -4.02694)  -0.7159
S (-0.84913, -3.93536, -3.59001)  1.1897
O (0.26614, -3.00575, -3.40794)  -0.6420
C (-1.00379, -5.14585, -2.17691)  -0.9525
C (-0.01172, -6.27758, -2.44018)  -0.1969
C (-0.15396, -6.61249, -3.90867)  -0.4851
C (-0.19108, -5.26548, -4.78464)  -0.8715
H (-2.05250, -5.44245, -2.19529)  0.4579
H (-1.00808, -4.69226, -1.18579)  0.6072
H (0.94787, -6.04855, -1.97667)  -0.1711
H (-0.19907, -7.12863, -1.78540)  0.3790
H (-1.13034, -7.07358, -4.05759)  0.2898
H (0.67268, -7.23205, -4.25640)  0.3363
H (-0.88241, -5.23557, -5.62682)  0.3555
H (0.71744, -4.86739, -5.23655)  0.3669
O (5.98060, 6.35084, -2.70663)  -0.6334
S (4.80609, 6.18661, -1.80003)  1.0100
O (4.51963, 7.21524, -0.75857)  -0.6192
C (3.09511, 5.58142, -2.52351)  -0.8139
C (2.49471, 4.84567, -1.39639)  -0.4691
C (3.50904, 4.06468, -0.62023)  -0.3097
C (4.99438, 4.61061, -0.90870)  -0.6772
H (3.36343, 5.07591, -3.45117)  0.3600
H (2.51415, 6.46004, -2.80391)  0.4224
H (2.31462, 5.62762, -0.65868)  0.2941
H (1.56484, 4.28461, -1.48941)  0.3522
H (3.46755, 2.99153, -0.80660)  0.0892
H (3.46617, 4.00697, 0.46739)  0.2970
H (5.62314, 3.89056, -1.43241)  0.3570
H (5.51378, 4.98720, -0.02750)  0.3752
O (6.85518, 0.78398, 5.66640)  -0.6376
S (6.58383, -0.28211, 4.69274)  1.0145
O (7.67217, -1.15150, 4.08283)  -0.6369
C (5.14546, -1.28040, 5.23335)  -0.8185
C (4.01511, -1.21686, 4.22253)  -0.4756
C (4.11726, 0.24535, 3.65131)  -0.1590
C (5.63763, 0.46371, 3.23250)  -0.6376
H (4.64860, -0.76290, 6.05398)  0.3648
H (5.40924, -2.25405, 5.64630)  0.4822
H (4.26291, -1.93626, 3.44203)  0.1191
H (3.16162, -1.57745, 4.79666)  0.4353
H (3.67393, 0.91303, 4.39006)  0.4120
H (3.54535, 0.37250, 2.73215)  -0.1699
H (5.82146, 1.51577, 3.01460)  0.4802
H (5.94047, -0.09261, 2.34542)  0.2546
O (0.91874, -0.39930, 1.56151)  -0.6196
S (0.66517, 0.55174, 0.45682)  1.2349
O (1.39839, 1.79408, 0.47760)  -0.5754
C (0.61921, -0.04879, -1.30075)  -0.1645
C (-0.74808, 0.16964, -1.85402)  -0.6663
C (-1.49420, 1.22042, -0.99087)  -0.1984
C (-1.10365, 0.95535, 0.45341)  -1.2708
H (0.75756, -1.12984, -1.31786)  -0.0834
H (1.47236, 0.37611, -1.82961)  0.5682
H (-0.86206, 0.54873, -2.86959)  0.5042
H (-1.35171, -0.73492, -1.77979)  -0.1188
H (-2.55201, 1.47984, -1.03380)  0.1626
H (-1.00600, 2.16685, -1.22334)  0.1225
H (-1.53063, -0.02432, 0.66799)  0.3709
H (-1.16141, 1.62175, 1.31403)  0.6722
O (5.17830, -1.29378, -1.86793)  -0.6803
S (5.07927, -2.26337, -0.84558)  1.1467
O (6.01911, -2.21406, 0.24282)  -0.6226
C (3.31246, -2.13655, -0.16089)  0.5326
C (2.69922, -3.55205, -0.49210)  -0.4109
C (3.90292, -4.61721, -0.60754)  -0.8305
C (4.99387, -3.94162, -1.56666)  -0.8117
H (2.84750, -1.24484, -0.58132)  -0.1496
H (3.66612, -1.92482, 0.84817)  -0.4616
H (1.86593, -3.85474, 0.14201)  0.5727
H (2.25997, -3.48418, -1.48737)  0.0335
H (3.47905, -5.55715, -0.96103)  0.4012
H (4.25741, -4.80076, 0.40673)  0.3491
H (4.61998, -3.77793, -2.57736)  0.3532
H (6.00596, -4.30449, -1.38752)  0.4709
O (-4.28684, -1.35563, -0.18771)  -0.6073
S (-4.38406, -2.47664, -1.02639)  0.9743
O (-3.48710, -3.57825, -0.89915)  -0.5424
C (-6.17274, -3.05952, -1.20912)  -0.8097
C (-6.33530, -3.32708, -2.77142)  -0.6582
C (-5.56708, -2.36007, -3.65508)  -0.7508
C (-4.34116, -1.85700, -2.79636)  -0.1948
H (-6.72600, -2.20482, -0.81991)  0.3793
H (-6.30656, -3.86651, -0.48873)  0.4389
H (-5.83348, -4.27512, -2.96500)  0.2846
H (-7.38273, -3.41891, -3.05875)  0.4275
H (-6.12136, -1.49823, -4.02673)  0.3423
H (-5.29139, -2.76827, -4.62744)  0.2984
H (-4.39975, -0.77203, -2.70959)  0.2693
H (-3.30587, -1.95551, -3.12281)  0.2385
O (-3.41437, 4.38265, -0.62102)  -0.6438
S (-4.34772, 3.90154, -1.65705)  1.0498
O (-3.79888, 3.01313, -2.66556)  -0.6152
C (-5.70742, 3.09715, -0.76735)  -0.7463
C (-6.76310, 4.16018, -0.46891)  -0.7210
C (-6.95998, 5.07288, -1.81107)  -0.6613
C (-5.53364, 5.32491, -2.33582)  -0.6806
H (-5.50063, 2.23726, -0.13024)  0.5887
H (-6.16025, 2.50115, -1.55971)  0.3081
H (-7.73650, 3.68395, -0.35148)  0.3405
H (-6.30352, 4.89443, 0.19274)  0.3794
H (-7.57297, 5.91601, -1.49254)  0.3451
H (-7.60180, 4.50981, -2.48865)  0.3420
H (-5.26318, 6.35683, -2.11201)  0.3910
H (-5.63069, 5.16558, -3.40974)  0.3564

Values from the calculation:
DFT total energy, hartree: -5646.70707
SMILES string: O=S1(=O)CCCC1.O=S1(=O)CCCC1.O=S1(=O)CCCC1.O=S1(=O)CCCC1.O=S1(=O)CCCC1.O=S1(=O)CCCC1.O=S1(=O)CCCC1.O=S1(=O)CCCC1
Energy above the lowest of the compared OMol25 structures with the same formula, charge and spin, eV: 6.629
LUMO level, eV: -0.10

=====

(2)
The following is a DFT calculation (wB97M-V/def2-TZVPD) of a cluster of 8 separate species, C32H64O8 in total at a distorted geometry.

Each line ends with the Mulliken charge.
Element x y z (Å)
C (-2.41899, -5.81708, 0.93798)  -1.1255
C (-1.37596, -5.49967, 2.04948)  -0.3891
C (-1.37522, -3.93670, 2.12657)  -0.2949
O (-2.67257, -3.57760, 1.55040)  -0.1221
C (-2.73188, -4.35089, 0.35813)  -0.4521
H (-3.27142, -6.23975, 1.40640)  0.3334
H (-2.05389, -6.54841, 0.35631)  0.4916
H (-0.41239, -5.71699, 1.49737)  0.1812
H (-1.51873, -6.02267, 2.95769)  0.3977
H (-0.58161, -3.58729, 1.69297)  -0.3956
H (-1.22997, -3.75844, 3.18511)  0.4888
H (-1.86365, -4.10954, -0.20737)  0.2176
H (-3.66180, -4.32650, -0.13131)  0.5117
C (1.46445, 3.51631, -4.11911)  -0.9275
C (1.16064, 3.17729, -2.73548)  0.3480
C (1.87077, 4.08600, -1.90236)  -0.5551
O (3.08122, 4.16924, -2.60275)  -0.4574
C (2.72060, 4.34245, -3.98672)  -0.5443
H (0.70896, 3.90615, -4.74885)  0.3692
H (1.73411, 2.68802, -4.81249)  0.2992
H (1.24874, 2.17452, -2.44260)  -0.0056
H (0.08845, 3.18554, -2.65634)  0.3488
H (1.95803, 3.81136, -0.77896)  -0.2057
H (1.46549, 4.95648, -1.75951)  0.5482
H (3.37538, 4.04980, -4.71894)  0.4007
H (2.57324, 5.35534, -4.16142)  0.4015
C (-6.87353, -1.24689, 3.34724)  -0.7406
C (-5.43951, -1.82920, 3.13017)  -0.5747
C (-5.32746, -1.64318, 1.63750)  0.9384
O (-6.29940, -0.79561, 1.25684)  -0.4105
C (-7.02328, -0.23596, 2.26087)  -0.4052
H (-7.10865, -0.99575, 4.44879)  0.3589
H (-7.71144, -1.99832, 3.13412)  0.2614
H (-5.32007, -2.84529, 3.43994)  0.2886
H (-4.70196, -1.21960, 3.60772)  0.3201
H (-5.47066, -2.59371, 1.04226)  -0.0920
H (-4.47840, -1.22405, 1.19930)  -0.5262
H (-8.23929, -0.38313, 2.21989)  0.2511
H (-6.57244, 0.65663, 2.66149)  0.3318
C (0.12550, 4.66776, 3.26754)  -0.3044
C (1.62068, 5.02940, 3.41890)  -0.2317
C (2.07498, 5.42000, 2.04640)  -0.7686
O (1.00784, 5.02707, 1.17279)  -0.2542
C (-0.18311, 5.21932, 1.86882)  -0.4421
H (-0.45755, 5.07191, 4.12588)  0.4001
H (0.13018, 3.60244, 3.16018)  -0.0683
H (2.19494, 3.99341, 3.70160)  0.2231
H (1.80031, 6.05955, 4.04892)  0.2549
H (2.86154, 5.14200, 1.62808)  0.5092
H (2.06856, 6.66487, 1.98213)  0.2061
H (-0.85288, 4.62765, 1.24438)  0.2628
H (-0.52894, 6.25650, 1.95518)  0.2991
C (-3.24194, 0.73581, -2.16900)  -0.2420
C (-4.29672, -0.30734, -2.00335)  -0.7759
C (-3.51056, -1.72785, -2.08184)  0.5654
O (-2.10131, -1.31823, -2.34860)  -0.4380
C (-2.18582, 0.01497, -2.97512)  -0.4458
H (-2.77487, 1.16495, -1.31123)  0.0480
H (-3.62584, 1.51578, -2.77216)  0.4624
H (-4.91010, -0.40119, -2.99974)  0.2864
H (-4.42195, -0.03331, -1.04702)  0.3150
H (-3.85649, -2.51223, -2.78911)  0.3520
H (-3.72340, -2.00741, -1.05028)  -0.6699
H (-2.54229, -0.14448, -4.00220)  0.3708
H (-1.21308, 0.48460, -2.97529)  0.2036
C (4.69159, -2.82200, 1.31933)  -0.4011
C (3.18070, -2.37775, 1.43952)  0.0965
C (2.30954, -3.58269, 1.43920)  -0.1147
O (3.20301, -4.59439, 1.91590)  -0.4746
C (4.45346, -4.40684, 1.24054)  -0.4253
H (5.18105, -2.62837, 2.35060)  0.2683
H (5.27501, -2.46061, 0.36977)  0.1867
H (2.76957, -1.94984, 0.46844)  -0.1630
H (3.08808, -1.57409, 2.09861)  0.5199
H (1.74394, -3.90754, 0.50927)  0.1512
H (1.44485, -3.42824, 2.15694)  -0.0377
H (4.32162, -4.73910, 0.20605)  0.2753
H (5.25530, -4.95895, 1.83833)  0.2944
C (0.93535, 0.60658, 0.44152)  1.0604
C (-0.10935, -0.55417, 0.65170)  -0.1026
C (-1.18114, 0.15875, 1.44240)  0.2323
O (-0.53995, 1.28127, 2.04497)  -0.5025
C (0.32638, 1.80502, 1.04159)  -1.9579
H (1.10987, 0.80025, -0.62527)  -0.5072
H (1.78835, 0.38942, 1.04370)  0.0580
H (0.16938, -1.48376, 1.17952)  -0.1804
H (-0.40118, -0.57559, -0.34285)  0.1677
H (-1.44557, -0.43864, 2.36362)  0.1385
H (-2.09240, 0.35314, 0.83167)  -0.2064
H (1.06270, 2.48159, 1.20573)  1.0367
H (0.03219, 2.33508, 0.24052)  0.6158
C (4.65261, 1.37098, -3.20693)  -0.1111
C (5.59684, 0.63037, -4.16897)  -0.4838
C (5.75873, -0.68669, -3.49908)  -0.4423
O (4.67416, -0.92510, -2.70989)  -0.3901
C (4.36455, 0.33326, -2.11001)  -0.0492
H (3.72121, 1.34895, -3.69700)  -0.0810
H (4.84428, 2.45473, -2.98219)  0.5035
H (6.70016, 1.04579, -4.35166)  0.2414
H (4.98786, 0.46334, -5.02164)  0.2577
H (6.62233, -0.70892, -2.77267)  0.2603
H (5.93382, -1.66846, -4.10875)  0.2635
H (5.06198, 0.57991, -1.28443)  0.1521
H (3.33555, 0.21448, -1.79435)  -0.1313

Values from the calculation:
DFT total energy, hartree: -1859.03422
SMILES string: C1CCOC1.C1CCOC1.C1CCOC1.C1CCOC1.C1CCOC1.C1CCOC1.C1CCOC1.C1CCOC1
Energy above the lowest of the compared OMol25 structures with the same formula, charge and spin, eV: 11.267
LUMO level, eV: 0.64